[1]
{
  "formula": "C42H111N9O15",
  "method": "ωB97M-V/def2-TZVPD",
  "homo_energy_ev": -8.949,
  "gap_ev": 9.55,
  "e_tot_ev": -89472.3268,
  "multiplicity": 1,
  "fmax_ev_per_a": 3.85,
  "symbols": ["C", "C", "C", "O", "C", "N", "H", "H", "H", "H", "H", "H", "H", "H", "H", "H", "H", "C", "C", "C", "O", "C", "N", "H", "H", "H", "H", "H", "H", "H", "H", "H", "H", "H", "C", "C", "C", "O", "C", "N", "H", "H", "H", "H", "H", "H", "H", "H", "H", "H", "H", "C", "C", "C", "O", "C", "N", "H", "H", "H", "H", "H", "H", "H", "H", "H", "H", "H", "C", "C", "C", "O", "C", "N", "H", "H", "H", "H", "H", "H", "H", "H", "H", "H", "H", "C", "C", "C", "O", "C", "N", "H", "H", "H", "H", "H", "H", "H", "H", "H", "H", "H", "C", "C", "C", "O", "C", "N", "H", "H", "H", "H", "H", "H", "H", "H", "H", "H", "H", "C", "C", "C", "O", "C", "N", "H", "H", "H", "H", "H", "H", "H", "H", "H", "H", "H", "C", "C", "C", "O", "C", "N", "H", "H", "H", "H", "H", "H", "H", "H", "H", "H", "H", "C", "O", "C", "O", "O", "C", "H", "H", "H", "H", "H", "H", "C", "O", "C", "O", "O", "C", "H", "H", "H", "H", "H", "H"],
  "coordinates": [[2.172, 2.854, 8.597], [1.040, 3.605, 7.917], [0.247, 2.671, 7.014], [1.034, 2.046, 6.023], [0.252, 1.266, 5.159], [0.235, 4.295, 8.882], [1.847, 1.961, 9.091], [2.714, 3.519, 9.262], [2.854, 2.515, 7.801], [1.537, 4.353, 7.271], [-0.499, 3.269, 6.456], [-0.286, 1.910, 7.645], [-0.562, 1.865, 4.717], [-0.265, 0.414, 5.669], [0.869, 0.927, 4.339], [-0.628, 4.558, 8.404], [-0.078, 3.693, 9.620], [1.197, -1.508, 3.438], [2.148, -2.246, 4.368], [2.221, -1.525, 5.693], [1.003, -1.659, 6.307], [1.008, -1.268, 7.637], [1.748, -3.600, 4.690], [0.968, -2.007, 2.516], [1.503, -0.497, 3.241], [0.228, -1.474, 3.966], [3.174, -2.387, 3.973], [2.536, -0.482, 5.578], [2.927, -2.022, 6.359], [1.178, -0.178, 7.773], [1.784, -1.827, 8.168], [0.001, -1.490, 8.009], [0.844, -3.511, 5.158], [1.551, -4.119, 3.871], [2.156, 3.336, -3.166], [2.208, 1.897, -3.608], [0.887, 1.152, -3.385], [1.095, -0.165, -3.573], [-0.078, -0.900, -3.907], [2.656, 1.891, -5.034], [2.992, 3.956, -3.524], [2.009, 3.405, -2.073], [1.253, 3.807, -3.556], [2.966, 1.362, -2.982], [0.104, 1.533, -4.091], [0.451, 1.396, -2.421], [-0.475, -0.560, -4.854], [-0.873, -0.717, -3.185], [0.107, -1.957, -4.015], [1.839, 2.126, -5.600], [2.933, 0.920, -5.290], [2.742, -0.329, -0.715], [3.848, -0.993, -1.463], [4.758, -1.707, -0.436], [5.360, -0.670, 0.352], [6.219, -1.282, 1.322], [3.293, -2.091, -2.301], [2.300, 0.401, -1.367], [3.058, 0.129, 0.212], [1.929, -1.079, -0.548], [4.501, -0.278, -2.023], [5.476, -2.342, -0.954], [4.163, -2.353, 0.195], [6.686, -0.544, 1.959], [7.010, -1.848, 0.838], [5.665, -2.017, 1.954], [2.534, -1.719, -2.880], [4.023, -2.490, -2.910], [-3.174, 1.177, -3.140], [-4.022, 1.115, -4.446], [-3.299, 0.230, -5.491], [-2.180, 0.944, -5.930], [-1.586, 0.390, -7.083], [-5.280, 0.381, -4.106], [-2.204, 1.651, -3.210], [-3.047, 0.161, -2.774], [-3.707, 1.719, -2.380], [-4.172, 2.140, -4.835], [-3.911, 0.014, -6.364], [-3.002, -0.708, -5.018], [-1.561, -0.677, -6.874], [-0.618, 0.872, -7.269], [-2.200, 0.545, -7.969], [-5.725, 0.895, -3.343], [-5.911, 0.450, -4.901], [3.686, 4.675, 0.146], [4.409, 3.322, 0.036], [5.941, 3.592, -0.113], [6.287, 4.479, -1.202], [6.135, 3.805, -2.440], [4.176, 2.442, 1.208], [3.722, 5.233, -0.839], [4.106, 5.280, 0.938], [2.640, 4.471, 0.350], [4.044, 2.780, -0.826], [6.546, 2.704, -0.234], [6.291, 4.139, 0.760], [6.572, 4.366, -3.257], [5.105, 3.675, -2.718], [6.579, 2.797, -2.341], [4.663, 2.840, 2.039], [4.602, 1.517, 1.085], [-1.347, 4.734, -0.733], [-1.627, 6.188, -0.424], [-0.720, 6.706, 0.634], [-0.797, 5.933, 1.856], [0.226, 6.301, 2.723], [-1.519, 7.000, -1.661], [-2.008, 4.327, -1.491], [-1.546, 4.186, 0.208], [-0.311, 4.550, -1.077], [-2.647, 6.121, 0.009], [-0.932, 7.746, 0.866], [0.332, 6.677, 0.237], [0.040, 5.905, 3.715], [0.230, 7.405, 2.877], [1.179, 5.931, 2.344], [-0.564, 7.367, -1.677], [-2.099, 7.810, -1.615], [0.358, -3.821, -2.372], [0.881, -4.800, -1.234], [0.265, -6.180, -1.398], [-1.083, -6.035, -1.023], [-1.769, -7.235, -1.109], [2.294, -5.090, -1.368], [0.802, -4.101, -3.343], [0.498, -2.766, -2.086], [-0.707, -4.023, -2.411], [0.594, -4.405, -0.270], [0.718, -6.935, -0.761], [0.421, -6.611, -2.417], [-1.120, -8.005, -0.685], [-1.881, -7.579, -2.165], [-2.708, -7.213, -0.577], [2.777, -4.219, -1.662], [2.732, -5.379, -0.502], [-4.206, -5.161, -3.039], [-4.766, -3.764, -3.360], [-6.232, -3.608, -3.112], [-6.941, -4.431, -3.980], [-8.364, -4.477, -3.769], [-3.970, -2.782, -2.641], [-4.789, -5.864, -3.626], [-4.274, -5.422, -1.963], [-3.169, -5.086, -3.389], [-4.479, -3.613, -4.450], [-6.539, -2.558, -3.162], [-6.321, -3.971, -2.079], [-8.774, -3.468, -3.751], [-8.698, -5.001, -2.851], [-8.761, -4.996, -4.618], [-4.147, -2.919, -1.642], [-4.339, -1.850, -2.877], [-1.667, -1.521, -0.330], [-0.801, -0.407, -0.684], [-0.610, 0.426, 0.379], [-1.157, 0.412, 1.410], [0.317, 1.314, 0.026], [0.716, 2.117, 1.152], [-1.654, -2.223, -1.181], [-2.684, -1.193, -0.173], [-1.440, -1.947, 0.634], [-0.140, 2.584, 1.642], [1.459, 2.752, 0.671], [1.304, 1.526, 1.835], [-2.780, -4.753, 1.087], [-2.962, -3.564, 1.873], [-4.043, -2.859, 1.564], [-4.845, -3.082, 0.705], [-4.130, -1.823, 2.388], [-5.085, -0.837, 2.057], [-3.004, -4.522, 0.050], [-3.511, -5.508, 1.467], [-1.778, -5.119, 1.249], [-5.854, -0.954, 2.812], [-5.477, -1.070, 1.061], [-4.571, 0.131, 2.168]]
}

[2]
{
  "formula": "C42H112F3O26",
  "method": "ωB97M-V/def2-TZVPD",
  "homo_energy_ev": [-9.409, -9.375],
  "gap_ev": [9.56, 5.35],
  "s2": 0.75,
  "e_tot_ev": -106738.3995,
  "multiplicity": 2,
  "fmax_ev_per_a": 4.39,
  "symbols": ["C", "O", "O", "C", "F", "F", "F", "C", "C", "H", "H", "H", "H", "H", "H", "C", "O", "C", "C", "O", "C", "H", "H", "H", "H", "H", "H", "H", "H", "H", "H", "C", "O", "C", "C", "O", "C", "H", "H", "H", "H", "H", "H", "H", "H", "H", "H", "C", "O", "C", "C", "O", "C", "H", "H", "H", "H", "H", "H", "H", "H", "H", "H", "C", "O", "C", "C", "O", "C", "H", "H", "H", "H", "H", "H", "H", "H", "H", "H", "C", "O", "C", "C", "O", "C", "H", "H", "H", "H", "H", "H", "H", "H", "H", "H", "C", "O", "C", "C", "O", "C", "H", "H", "H", "H", "H", "H", "H", "H", "H", "H", "C", "O", "C", "C", "O", "C", "H", "H", "H", "H", "H", "H", "H", "H", "H", "H", "C", "O", "C", "C", "O", "C", "H", "H", "H", "H", "H", "H", "H", "H", "H", "H", "C", "O", "C", "C", "O", "C", "H", "H", "H", "H", "H", "H", "H", "H", "H", "H", "O", "H", "H", "O", "H", "H", "O", "H", "H", "O", "H", "H", "C", "O", "H", "H", "H", "H", "C", "O", "H", "H", "H", "H"],
  "coordinates": [[1.215, 0.787, -0.643], [1.380, -0.700, -0.839], [2.001, 1.335, -1.664], [-0.376, 0.888, -0.591], [-0.844, 2.070, -1.236], [-1.009, -0.152, -1.174], [-0.848, 0.945, 0.634], [2.271, -1.397, -0.097], [2.214, -2.871, -0.481], [1.276, -3.386, -0.276], [2.326, -2.941, -1.563], [3.088, -3.346, -0.036], [2.059, -1.335, 0.970], [3.277, -1.027, -0.300], [1.605, 1.139, 0.311], [5.856, -2.903, -1.751], [6.962, -3.412, -0.980], [6.489, -4.038, 0.284], [6.073, -3.182, 1.455], [7.142, -2.287, 1.702], [6.804, -1.194, 2.528], [6.338, -2.801, -2.723], [5.401, -1.984, -1.380], [5.065, -3.643, -1.870], [7.341, -4.632, 0.613], [5.740, -4.784, 0.019], [5.765, -3.730, 2.346], [5.187, -2.610, 1.178], [6.624, -1.688, 3.483], [5.901, -0.628, 2.298], [7.620, -0.474, 2.598], [0.842, 7.988, 0.012], [1.599, 8.641, -1.050], [1.248, 8.237, -2.354], [1.944, 6.909, -2.785], [1.719, 5.758, -1.997], [0.338, 5.254, -2.078], [0.963, 8.413, 1.008], [1.102, 6.937, 0.129], [-0.243, 7.974, -0.090], [1.361, 9.046, -3.076], [0.162, 8.218, -2.453], [3.007, 7.112, -2.655], [1.804, 6.716, -3.849], [-0.322, 6.121, -2.038], [0.204, 4.620, -1.202], [0.194, 4.619, -2.953], [-2.797, -2.235, -3.594], [-1.560, -2.749, -3.047], [-1.679, -3.911, -2.251], [-1.907, -5.320, -2.972], [-0.835, -5.613, -3.902], [-0.637, -6.953, -4.363], [-3.313, -2.981, -4.198], [-2.721, -1.377, -4.263], [-3.443, -1.911, -2.779], [-2.396, -3.755, -1.445], [-0.816, -3.920, -1.585], [-2.808, -5.224, -3.579], [-1.990, -6.113, -2.229], [-0.740, -7.699, -3.575], [0.389, -7.000, -4.728], [-1.314, -7.198, -5.180], [-4.170, -2.837, 1.307], [-4.608, -1.461, 1.207], [-3.755, -0.559, 0.535], [-4.324, 0.879, 0.785], [-5.650, 1.079, 0.210], [-6.678, 0.608, 1.043], [-3.756, -3.237, 0.381], [-5.025, -3.480, 1.513], [-3.447, -2.975, 2.111], [-3.741, -0.695, -0.547], [-2.715, -0.629, 0.853], [-3.622, 1.558, 0.301], [-4.323, 1.154, 1.840], [-6.623, 1.150, 1.987], [-6.612, -0.437, 1.346], [-7.712, 0.772, 0.740], [1.797, -5.719, 3.072], [0.637, -4.908, 2.810], [-0.164, -4.780, 4.016], [-1.409, -3.843, 3.829], [-1.004, -2.449, 3.785], [-0.381, -2.090, 2.493], [2.628, -5.645, 2.371], [1.370, -6.719, 3.153], [2.189, -5.445, 4.052], [0.452, -4.362, 4.812], [-0.500, -5.736, 4.420], [-2.057, -3.981, 4.694], [-1.878, -4.193, 2.909], [-0.092, -1.040, 2.447], [-1.028, -2.311, 1.644], [0.523, -2.683, 2.352], [-2.095, 4.070, 0.894], [-3.096, 5.009, 1.168], [-4.468, 4.599, 1.110], [-5.352, 5.857, 1.380], [-5.197, 6.651, 0.155], [-6.235, 7.549, -0.108], [-2.231, 3.852, -0.166], [-2.169, 3.260, 1.619], [-1.134, 4.555, 1.066], [-4.587, 3.776, 1.814], [-4.805, 4.247, 0.135], [-5.115, 6.362, 2.316], [-6.356, 5.434, 1.401], [-6.206, 8.400, 0.574], [-7.241, 7.138, -0.196], [-6.063, 7.843, -1.143], [-3.437, 2.881, -3.241], [-4.427, 2.066, -3.895], [-4.111, 1.757, -5.326], [-5.069, 0.725, -5.846], [-6.393, 1.283, -6.048], [-7.374, 0.369, -6.427], [-2.475, 2.590, -3.665], [-3.301, 2.713, -2.173], [-3.564, 3.958, -3.350], [-3.103, 1.381, -5.502], [-4.246, 2.605, -5.998], [-5.020, -0.092, -5.125], [-4.699, 0.458, -6.835], [-8.229, 0.900, -6.847], [-7.649, -0.155, -5.511], [-7.018, -0.373, -7.141], [-1.381, 1.343, 4.603], [-0.673, 2.465, 4.199], [0.443, 2.841, 4.955], [1.262, 3.925, 4.179], [1.781, 3.350, 3.029], [2.353, 4.267, 2.040], [-1.778, 1.411, 5.616], [-0.704, 0.497, 4.490], [-2.293, 1.309, 4.006], [1.151, 2.065, 5.246], [0.143, 3.304, 5.895], [2.085, 4.400, 4.713], [0.518, 4.693, 3.966], [3.200, 4.813, 2.457], [1.614, 4.943, 1.610], [2.664, 3.655, 1.193], [2.718, -0.228, 4.137], [3.660, -1.096, 4.753], [3.264, -2.497, 4.729], [4.042, -3.391, 5.716], [3.662, -3.074, 7.076], [4.263, -3.808, 8.095], [1.737, -0.639, 4.374], [2.785, -0.164, 3.051], [2.714, 0.793, 4.519], [3.480, -2.976, 3.774], [2.208, -2.707, 4.904], [5.105, -3.167, 5.635], [3.877, -4.459, 5.572], [5.346, -3.763, 7.976], [3.884, -4.826, 8.008], [4.035, -3.378, 9.070], [3.636, 3.696, -1.717], [3.133, 4.433, -1.369], [2.996, 2.990, -1.805], [3.685, -0.542, -3.332], [3.096, -0.222, -2.648], [4.503, -0.067, -3.186], [3.410, -3.707, -4.123], [3.146, -4.332, -3.447], [4.366, -3.765, -4.143], [0.648, -1.521, -3.330], [0.847, -1.114, -2.487], [-0.148, -2.028, -3.171], [0.654, 2.211, -4.774], [1.514, 1.139, -4.466], [-0.228, 2.321, -4.144], [1.161, 3.172, -4.687], [0.157, 2.138, -5.741], [1.679, 1.276, -3.530], [2.243, -6.188, -1.963], [3.606, -6.095, -1.823], [1.872, -5.814, -2.917], [1.916, -7.215, -1.800], [1.886, -5.458, -1.236], [3.905, -6.488, -0.999]]
}